The following is a DFT calculation (ωB97M-V/def2-TZVPD) of 2 unconnected molecules or ions with the total composition C5H8O in a non-equilibrium geometry.

```
! wB97M-V def2-TZVPD RIJCOSX def2/J DEFGRID3
* xyz 0 1
O 1.051 -0.763 0.004
C 0.388 1.410 -0.276
C 0.039 1.478 1.146
C -0.026 -2.901 -0.108
C 0.651 -1.827 0.017
C -0.529 1.258 -1.235
H 0.419 -3.862 -0.006
H -1.111 -2.690 -0.109
H -1.062 1.240 1.366
H -1.602 1.403 -1.018
H 1.347 1.139 -0.657
H -0.389 0.956 -2.294
H 0.285 2.552 1.560
H 0.540 0.607 1.609
*
```

## Properties
E_tot   -7359.0165 eV
HOMO   -0.333 hartree
Energy relative to the best compared isomer or geometry (same formula, charge and spin)   312.5 kJ/mol
Frontier orbital gap   9.85 eV

Atom charges from the natural (NBO) analysis, given in e for atoms 1 to 8: O -0.47; C -0.17; C -0.66; C -0.79; C 0.73; C -0.42; H 0.26; H 0.27